ORCA calculation (the ωB97M-V functional and the def2-TZVPD basis) on a structure of composition C52H41Br2LaN7O2.

Last column: Löwdin charge in e.
Geometry (Å):
La -0.441416 -11.733624 19.228115  1.87
O -0.449110 -12.643913 21.145568  -0.51
C 0.115839 -12.859923 22.467343  -0.43
C 0.915083 -11.571667 22.894670  -0.08
C 0.008656 -10.405320 23.073140  -0.24
C -0.203806 -9.799633 24.307957  -0.01
C -0.923161 -8.574119 24.401269  -0.07
C -1.486152 -8.082886 23.290911  -0.03
C -1.385536 -8.848936 22.058432  -0.24
C -2.137639 -8.326795 20.850016  -0.09
C -2.968735 -9.364794 20.007681  -0.42
O -2.111553 -10.239702 19.344983  -0.44
C -4.069257 -10.095033 20.882265  -0.12
C -4.492422 -11.422504 20.571640  -0.04
C -5.826840 -11.837158 20.728557  -0.07
C -6.681862 -11.001645 21.485142  -0.07
C -6.097683 -9.916311 22.173554  -0.05
C -4.800206 -9.409158 21.832796  -0.02
C -3.688031 -8.517620 18.838391  -0.10
C -4.235498 -9.216216 17.738644  -0.05
C -4.255932 -8.603900 16.503453  -0.09
C -4.094563 -7.206988 16.437446  -0.11
C -3.750965 -6.451576 17.539316  -0.09
C -3.543744 -7.120159 18.726652  -0.05
N -0.657703 -9.944274 21.940144  0.15
C 1.116332 -13.986385 22.433938  -0.19
C 0.512684 -15.201507 21.975737  -0.02
C 1.298918 -16.322809 21.731624  -0.08
C 2.687270 -16.220023 21.783252  -0.08
C 3.252006 -15.002985 22.244628  -0.11
C 2.442468 -13.948689 22.677272  -0.11
C -0.968539 -13.197914 23.481352  -0.14
C -2.269809 -13.562281 23.050846  -0.03
C -3.288049 -13.931672 23.947411  -0.09
C -3.105089 -13.777934 25.304344  -0.09
C -1.799354 -13.472211 25.763188  -0.07
C -0.705117 -13.298650 24.891338  -0.01
H 1.352817 -11.845703 23.855389  0.11
H 1.699013 -11.340206 22.176795  0.09
H 0.234850 -10.254111 25.246730  0.13
H -0.896061 -8.010576 25.377685  0.13
H -2.089630 -7.192404 23.320735  0.11
H -2.809348 -7.557135 21.248673  0.10
H -1.413230 -7.758707 20.243249  0.13
H -3.720772 -11.986809 20.084209  0.06
H -6.180158 -12.768723 20.393232  0.08
H -7.749527 -11.217220 21.650119  0.11
H -6.633553 -9.336804 22.861030  0.08
H -4.394432 -8.592931 22.429612  0.11
H -4.515313 -10.275365 17.908149  0.12
H -4.355659 -9.117763 15.480632  0.12
H -3.994743 -6.756115 15.483241  0.09
H -3.594586 -5.367784 17.509458  0.11
H -3.008125 -6.641564 19.549047  0.09
H -0.542861 -15.187929 21.733660  0.11
H 0.839756 -17.298848 21.496802  0.11
H 3.284364 -17.073826 21.474212  0.10
H 4.320356 -14.879842 22.284857  0.09
H 2.919056 -13.075067 23.089531  0.08
H -2.509103 -13.467344 22.001591  0.07
H -4.259168 -14.130304 23.456010  0.11
H -3.896140 -14.067211 26.077508  0.13
H -1.624579 -13.408505 26.808321  0.09
H 0.344962 -13.248130 25.197309  0.12
C -4.075923 -14.717915 18.045881  -0.08
C -3.028595 -14.089695 18.696954  -0.08
N -2.004599 -13.479731 18.042556  0.02
C -2.057355 -13.487965 16.684458  -0.20
C -3.243018 -13.977407 16.111527  -0.04
N -4.220082 -14.716629 16.702830  0.13
C -1.057728 -12.849958 15.869756  -0.18
C -1.179667 -12.777546 14.474908  0.10
C -0.111764 -12.091588 13.789283  -0.13
C 0.844145 -11.395396 14.521548  0.09
C 0.747580 -11.390913 15.962907  -0.20
N -0.210006 -12.074882 16.615942  0.04
C 1.653375 -10.572514 16.694202  -0.19
C 2.878024 -10.046629 16.196521  -0.04
N 3.696498 -9.352039 16.963688  0.10
C 3.396810 -9.023403 18.221357  -0.07
C 2.195226 -9.506978 18.732811  -0.11
N 1.405279 -10.306955 18.017887  -0.01
C -0.171642 -12.022952 12.356589  -0.18
C 0.974523 -12.007274 11.546876  0.02
C 0.827872 -12.232923 10.156921  -0.12
N -0.323300 -12.267327 9.566584  0.07
C -1.409865 -12.029430 10.269058  -0.13
C -1.446094 -12.064402 11.671697  0.02
H -4.792090 -15.294936 18.603943  0.12
H -2.912236 -14.085996 19.797397  0.11
H -3.363421 -13.920723 15.023437  0.12
H -1.930472 -13.225473 13.863061  0.10
H 1.523306 -10.732249 13.946115  0.13
H 3.292250 -10.168672 15.218221  0.11
H 4.045768 -8.476720 18.842676  0.11
H 1.955588 -9.281440 19.756952  0.11
H 1.909539 -11.824806 12.066772  0.11
H 1.650984 -12.382647 9.521454  0.10
H -2.394626 -11.974669 9.700967  0.14
H -2.376328 -12.126152 12.173151  0.09
Br 2.086471 -13.802638 18.870714  0.58
C 4.063118 -13.461511 19.393556  -0.85
Br 4.244611 -12.029158 20.657530  0.69
H 4.502899 -13.013984 18.498509  -0.01
H 4.549436 -14.363320 19.765883  0.02

Forces on the atoms, in the same order (eV/Å):
La -1.31 1.72 0.75
O 1.06 -1.50 2.64
C 0.23 1.49 -0.60
C -1.42 -0.73 0.41
C -1.32 1.23 -0.20
C 0.61 -0.20 0.75
C 1.57 -0.84 2.02
C -0.71 -0.75 -2.23
C -0.52 0.54 0.79
C -0.18 -0.09 0.58
C -0.02 0.63 -0.06
O -0.04 -0.39 0.20
C 0.42 -0.26 -0.73
C -0.43 1.43 -0.67
C 0.96 1.89 1.50
C 0.70 0.42 0.71
C 1.38 -0.32 -1.92
C -1.52 -1.17 0.74
C -0.10 0.10 0.09
C 0.55 -0.93 0.93
C -0.54 0.59 -1.61
C 0.90 -0.61 -0.06
C -0.45 0.17 0.19
C 1.13 -1.36 1.17
N 1.30 0.10 0.99
C -2.86 -2.09 -1.36
C 1.38 0.27 -0.05
C -0.64 -0.19 -0.04
C 0.38 1.28 0.55
C -0.55 -1.52 -0.16
C 1.42 -0.08 -0.32
C -1.37 -0.88 1.00
C 0.93 0.66 0.74
C -0.40 0.95 -1.27
C 0.26 -0.87 1.41
C 0.29 -0.27 -1.16
C -1.11 0.27 -1.56
H 0.25 0.40 -0.04
H 0.06 -0.15 -0.15
H -0.42 0.63 -1.33
H -0.37 -0.77 -1.17
H 0.01 0.27 -0.18
H -0.01 -0.20 -0.16
H -0.27 -0.52 -0.24
H -0.16 -0.43 -0.53
H -0.25 -1.06 -0.53
H 0.71 -0.08 -0.16
H -0.98 0.52 0.94
H -0.22 0.18 -0.57
H 0.49 0.59 -0.43
H -0.28 0.43 1.97
H -0.40 0.41 -0.85
H -0.06 -0.48 -0.25
H -0.65 0.34 -0.40
H 0.02 -0.18 0.30
H 0.21 0.69 -0.10
H 0.13 0.26 0.18
H 0.29 -0.12 0.17
H 0.06 0.10 0.00
H 0.08 -0.13 -0.06
H 0.49 -0.15 0.78
H 1.11 0.72 -1.34
H 0.13 -0.11 0.80
H -0.55 0.22 0.40
C -0.17 -0.54 -0.80
C 1.57 0.66 0.31
N -0.72 -0.92 -0.70
C -3.06 -0.81 1.63
C -0.47 -1.62 -1.33
N 1.83 1.91 1.16
C -0.05 1.94 -0.36
C 3.06 0.82 0.69
C -1.32 0.03 1.90
C -0.40 0.15 0.95
C -1.31 -0.99 -2.81
N 1.10 -0.55 -1.90
C 2.61 1.98 2.49
C -0.80 -0.13 0.91
N 0.95 0.92 0.63
C -1.82 -1.61 -1.48
C 0.55 -0.28 -0.55
N -0.23 0.09 -0.99
C -1.33 -0.32 -3.01
C -0.75 0.05 0.32
C 0.62 0.50 2.16
N -0.86 0.54 -1.18
C -2.45 -0.87 0.74
C 2.59 0.31 -0.72
H -0.21 -0.01 0.19
H -0.35 -0.10 -0.74
H 0.01 0.06 0.50
H -0.27 -0.46 0.19
H -0.31 -0.62 0.84
H -0.36 -0.45 -0.64
H 0.96 0.72 0.29
H -0.49 -0.15 0.31
H 0.25 -0.42 -0.54
H 1.24 -0.16 -0.50
H 1.42 -0.04 0.73
H -0.70 0.28 0.44
Br 1.89 -0.18 0.44
C -0.83 0.96 -0.67
Br -0.04 -0.08 0.01
H -0.19 -0.73 0.07
H -0.57 0.05 -0.15

Values from the calculation:
Max |F| = 4.11 eV/A
Lowest unoccupied orbital energy = -4.24 eV
Net charge = +1
Energy = -7719.3706 a.u.
Energy above the lowest of the compared OMol25 structures with the same formula, charge and spin = 95.4 kcal per mole

=====

ORCA calculation (the ωB97M-V functional and the def2-TZVPD basis) on the molecule C3H8N2O2.

Last column: Löwdin charge in e.
Geometry (Å):
N 1.907290 0.574588 0.638118  -0.06
C 1.040208 -0.133621 1.253409  -0.43
C -0.529697 -0.217595 1.212289  -0.09
O -0.953401 -0.716869 -0.159799  -0.03
C -1.058619 0.073390 -1.274373  -0.60
N -0.816446 -0.570772 -2.524578  0.17
O -1.398197 1.225853 -1.249093  0.09
H 2.008562 1.835447 0.779304  0.23
H 2.073795 0.546943 -0.395189  0.10
H 1.329296 -1.319067 1.206899  0.17
H 1.093720 0.079410 2.440800  0.15
H -1.036248 0.604765 1.288863  0.04
H -1.000639 -0.595491 2.139096  0.13
H -1.208153 -1.455159 -2.403236  0.07
H -1.451472 0.068180 -2.952511  0.08

Forces on the atoms, in the same order (eV/Å):
N 5.66 9.67 -5.27
C -5.21 -6.68 7.49
C 2.38 -2.08 -2.81
O 0.46 -1.24 0.18
C 0.50 0.00 1.94
N 0.16 1.94 2.55
O 0.20 0.47 0.34
H -0.98 -5.18 0.00
H -0.66 -0.72 1.38
H -0.42 2.54 0.00
H 0.39 -0.47 -2.14
H -2.01 6.06 -0.19
H 0.53 -2.04 -0.96
H -0.60 -2.10 -0.43
H -0.39 -0.15 -2.08

Values from the calculation:
Max |F| = 12.38 eV/A
Lowest unoccupied orbital energy = 0.85 eV
Structure (SMILES) = NCCOC(N)=O
Net charge = 0
Energy = -378.9785 a.u.
Energy above the lowest of the compared OMol25 structures with the same formula, charge and spin = 102.0 kcal per mole

=====

ORCA calculation (the ωB97M-V functional and the def2-TZVPD basis) on the ion C11H11N4PS with charge +2.

Last column: Löwdin charge in e.
Geometry (Å):
N 4.895500 -2.061977 -0.833710  -0.25
P 4.773769 -0.593086 -0.372076  0.79
N 3.026291 -0.180907 -0.168852  -0.14
C 2.508754 0.500716 0.865664  -0.03
C 1.161627 0.742294 0.950040  0.04
C 0.287271 0.291866 -0.052414  -0.11
C -1.187590 0.496642 0.018792  -0.12
C -1.836539 0.148429 1.223388  0.05
C -3.191687 0.271252 1.353438  0.03
N -3.908668 0.727631 0.303366  -0.07
N -5.313350 0.812733 0.470976  0.09
C -5.822922 -0.332632 0.524681  -0.71
S -6.340600 -1.765257 0.466068  0.99
C -3.337805 1.089548 -0.839709  0.04
C -1.972188 0.981283 -1.023955  0.06
C 0.869241 -0.402709 -1.132205  0.06
C 2.222055 -0.613053 -1.153923  -0.05
H 5.449857 -2.632720 -0.201149  0.01
H 5.297133 0.261172 -1.371300  0.04
H 5.477852 -0.365391 0.833230  0.04
H 3.190907 0.820972 1.655264  0.15
H 0.719819 1.286834 1.784670  0.15
H -1.227882 -0.222672 2.047201  0.14
H -3.694920 -0.002901 2.280017  0.17
H -4.005097 1.452095 -1.623810  0.17
H -1.523126 1.255019 -1.978843  0.15
H 0.233757 -0.768845 -1.937268  0.15
H 2.648697 -1.183093 -1.983256  0.14

Forces on the atoms, in the same order (eV/Å):
N -0.12 0.60 0.15
P 2.31 -2.26 -0.55
N -0.26 0.69 -0.13
C 0.31 0.16 0.63
C -1.29 0.12 0.04
C 0.90 -0.24 -0.68
C -0.39 -0.15 0.74
C 0.95 0.16 -0.28
C 0.34 -0.09 0.19
N -0.21 -0.36 1.07
N 0.03 -0.20 -0.20
C 0.38 0.00 -0.49
S -0.35 0.16 0.25
C -0.31 0.40 -0.98
C 0.60 -0.19 0.04
C -1.04 0.56 0.45
C -0.05 -0.63 -0.84
H -0.37 -0.29 -0.12
H -0.94 0.54 0.46
H -0.75 0.86 0.03
H -0.12 -0.05 -0.31
H 0.52 -0.08 -0.05
H -0.40 0.02 -0.07
H -0.18 0.20 -0.43
H 0.13 -0.11 0.32
H -0.29 0.04 0.23
H 0.35 -0.03 0.11
H 0.26 0.18 0.42

Values from the calculation:
Max |F| = 3.28 eV/A
Lowest unoccupied orbital energy = -8.25 eV
Net charge = +2
Energy = -1383.6516 a.u.

=====

ORCA calculation (the ωB97M-V functional and the def2-TZVPD basis) on a cluster of 2 separate species, C2H10NS2 in total.

Last column: Löwdin charge in e.
Geometry (Å):
C 2.688740 0.283709 -0.057160  0.00
N 1.654936 -0.491592 0.701060  0.12
H 3.643144 -0.212945 0.032204  0.10
H 2.380006 0.362664 -1.087040  0.10
H 2.748436 1.261381 0.410650  0.11
H 1.972056 -0.646356 1.671741  0.18
H 1.409110 -1.404145 0.319799  0.16
H 0.785873 0.056173 0.752024  0.01
C -2.621564 0.358858 -1.292946  -0.45
S -1.385426 0.580638 -0.006228  0.38
S -1.843333 -0.900203 1.370186  0.34
H -2.691826 -0.679797 -1.581332  0.04
H -2.257635 0.931956 -2.143346  0.04
H -3.591569 0.743475 -0.990339  0.04
H -2.890947 -0.243809 1.900728  -0.17

Forces on the atoms, in the same order (eV/Å):
C -0.06 -0.05 0.24
N 0.22 0.20 0.99
H 0.15 -0.17 -0.08
H -0.06 0.04 -0.22
H 0.00 0.06 -0.10
H -0.18 0.02 -0.41
H 0.12 0.01 -0.26
H -0.14 -0.17 -0.19
C 0.12 0.06 -0.32
S -0.12 -0.10 0.36
S -0.17 0.38 -0.33
H -0.02 -0.23 -0.01
H -0.04 0.08 -0.07
H 0.06 0.01 0.14
H 0.12 -0.15 0.25

Values from the calculation:
Max |F| = 1.04 eV/A
Lowest unoccupied orbital energy = -3.50 eV
Net charge = +1
Energy = -933.0754 a.u.
Energy above the lowest of the compared OMol25 structures with the same formula, charge and spin = 5.5 kcal per mole